Record 1
Molecular formula: C3H3ClO2
Method: DFT, ωB97M-V with the def2-TZVPD basis set

## Properties
SMILES string = CC(=O)C(=O)Cl
Energy relative to the best compared isomer or geometry (same formula, charge and spin) = 1.1182 eV

Bonds (Å) are listed after each position.
Geometry (Å):
1 C -0.339 0.566 -0.378  C2 1.667, C3 1.494, O4 1.188
2 C 1.057 -0.189 -0.889  C1 1.667, O5 1.215, Cl6 1.699
3 C -0.477 0.102 1.035  C1 1.494, H7 1.161, H8 1.031, H9 1.175
4 O -1.158 1.078 -1.070  C1 1.188
5 O 2.174 -0.490 -0.520  C2 1.215
6 Cl 0.399 -0.947 -2.260  C2 1.699
7 H -1.180 0.794 1.646  C3 1.161
8 H 0.452 0.065 1.479  C3 1.031
9 H -0.929 -0.980 0.957  C3 1.175



Record 2
Molecular formula: C34H26BF3O4S
Method: DFT, ωB97M-V with the def2-TZVPD basis set

Bonds (Å) are listed after each position.
Geometry (Å):
1 C -3.428 7.719 1.174  C2 1.488, H26 1.093, H27 1.095, H28 1.095
2 C -2.978 6.396 1.685  C1 1.488, C3 1.381, S25 1.757
3 C -2.643 6.070 2.984  C2 1.381, C4 1.440, H29 1.082
4 C -2.173 4.720 3.151  C3 1.440, C5 1.372, H30 1.088
5 C -2.109 4.009 1.979  C4 1.372, B6 1.636, S25 1.741
6 B -1.648 2.450 1.800  C5 1.636, C7 1.657, O17 1.493, O24 1.481
7 C 0.008 2.470 1.785  B6 1.657, C8 1.385, C16 1.383
8 C 0.652 2.980 0.670  C7 1.385, C9 1.401, H31 1.091
9 C 2.052 2.998 0.620  C8 1.401, C10 1.389, H32 1.086
10 C 2.766 2.530 1.716  C9 1.389, C11 1.505, C15 1.394
11 C 4.270 2.485 1.684  C10 1.505, F12 1.375, F13 1.376, F14 1.371
12 F 4.813 3.276 2.668  C11 1.375
13 F 4.742 1.208 1.888  C11 1.376
14 F 4.786 2.915 0.488  C11 1.371
15 C 2.120 2.091 2.870  C10 1.394, C16 1.399, H33 1.085
16 C 0.721 2.068 2.900  C7 1.383, C15 1.399, H34 1.092
17 O -2.169 1.667 2.960  B6 1.493, C18 1.337
18 C -3.095 0.872 2.413  O17 1.337, C19 1.436, C23 1.390
19 C -3.107 0.995 0.983  C18 1.436, C20 1.384, O24 1.340
20 C -3.812 0.114 0.182  C19 1.384, C21 1.390, H35 1.095
21 C -4.528 -0.885 0.831  C20 1.390, C22 1.410, H36 1.093
22 C -4.543 -0.996 2.236  C21 1.410, C23 1.395, H37 1.094
23 C -3.832 -0.118 3.055  C18 1.390, C22 1.395, H38 1.091
24 O -2.199 1.880 0.549  B6 1.481, C19 1.340
25 S -2.740 4.976 0.676  C2 1.757, C5 1.741
26 H -3.531 8.411 2.013  C1 1.093
27 H -2.700 8.134 0.469  C1 1.095
28 H -4.390 7.652 0.655  C1 1.095
29 H -2.721 6.775 3.801  C3 1.082
30 H -1.883 4.343 4.130  C4 1.088
31 H 0.077 3.387 -0.163  C8 1.091
32 H 2.539 3.351 -0.285  C9 1.086
33 H 2.656 1.736 3.744  C15 1.085
34 H 0.226 1.743 3.818  C16 1.092
35 H -3.724 0.250 -0.902  C20 1.095
36 H -5.078 -1.612 0.226  C21 1.093
37 H -5.121 -1.801 2.699  C22 1.094
38 H -3.793 -0.166 4.144  C23 1.091
39 C 6.230 -3.725 -5.623  O40 1.448, H57 1.090, H58 1.099, H59 1.099
40 O 6.062 -3.055 -4.350  C39 1.448, C41 1.351
41 C 4.885 -3.117 -3.690  O40 1.351, C42 1.417, C56 1.415
42 C 4.817 -2.425 -2.455  C41 1.417, C43 1.383, H60 1.085
43 C 3.638 -2.429 -1.732  C42 1.383, C44 1.422, H61 1.095
44 C 2.475 -3.109 -2.187  C43 1.422, C45 1.450, C55 1.415
45 C 1.224 -3.047 -1.456  C44 1.450, O46 1.361, C54 1.396
46 O 0.235 -3.775 -2.042  C45 1.361, C47 1.379
47 C -1.012 -3.861 -1.459  O46 1.379, C48 1.420, C52 1.387
48 C -1.300 -3.134 -0.272  C47 1.420, C49 1.420, C53 1.420
49 C -2.496 -3.538 0.378  C48 1.420, C50 1.383, H62 1.093
50 C -3.441 -4.319 -0.263  C49 1.383, C51 1.405, H63 1.096
51 C -3.181 -4.877 -1.526  C50 1.405, C52 1.390, H64 1.084
52 C -1.927 -4.688 -2.094  C47 1.387, C51 1.390, H65 1.089
53 C -0.338 -2.209 0.213  C48 1.420, C54 1.394, H66 1.101
54 C 0.946 -2.281 -0.323  C45 1.396, C53 1.394, H67 1.100
55 C 2.583 -3.803 -3.415  C44 1.415, C56 1.384, H68 1.094
56 C 3.746 -3.811 -4.165  C41 1.415, C55 1.384, H69 1.090
57 H 7.266 -3.470 -5.845  C39 1.090
58 H 6.100 -4.813 -5.540  C39 1.099
59 H 5.553 -3.330 -6.392  C39 1.099
60 H 5.715 -1.909 -2.131  C42 1.085
61 H 3.615 -1.892 -0.778  C43 1.095
62 H -2.668 -3.166 1.391  C49 1.093
63 H -4.420 -4.494 0.199  C50 1.096
64 H -3.936 -5.468 -2.031  C51 1.084
65 H -1.669 -5.164 -3.040  C52 1.089
66 H -0.556 -1.647 1.134  C53 1.101
67 H 1.826 -1.825 0.154  C54 1.100
68 H 1.751 -4.370 -3.842  C55 1.094
69 H 3.790 -4.345 -5.113  C56 1.090



Calculated energy in order - -19775.5710; -63534.0139 eV